# 1
A cluster of 5 separate species, C2H15NO5 in total, computed with wB97M-V/def2-TZVPD.

## Properties
Net charge ... +1
Spin multiplicity ... 2
LUMO level (spin up / spin down) ... -0.1328 / -0.3132 Ha
M ... 133.144 g mol⁻¹
Energy relative to the best compared isomer or geometry (same formula, charge and spin) ... 55.0 kcal/mol

Each line ends with the Mulliken spin population.
Cartesian coordinates (Å):
C 0.6364 -0.5910 -1.1312  0.03
N -0.3805 -0.8002 -0.1717  0.80
C -1.7329 -0.2949 -0.1744  -0.03
O -1.7551 0.9120 0.6013  0.07
H 0.9515 -1.5392 -1.4710  0.06
H 1.5299 -0.0501 -0.6539  0.05
H 0.3478 0.0956 -1.9761  0.01
H 0.0201 -0.8801 0.7871  -0.01
H -2.1366 0.1690 -1.1016  0.00
H -2.4296 -0.9641 0.3606  0.02
H -2.4117 1.0856 1.1954  0.00
H -0.1921 -3.5661 0.4087  0.00
H -1.0700 -2.7049 1.3179  0.00
O -0.2817 -3.3730 1.4024  0.01
H 2.0715 -1.2136 2.5606  0.00
H 0.9780 -1.9056 1.7759  0.00
O 1.2964 -1.1319 2.0230  0.00
H -0.2578 3.3266 -0.3590  0.00
H -1.1340 2.1355 -0.2397  0.00
O -0.7212 2.8035 -0.9488  0.00
H 1.5980 2.8672 -1.0744  0.00
H 2.4539 2.6261 -1.9855  0.00
O 2.6197 2.9934 -1.1458  0.00



# 2
A cluster of 2 separate species, C3H5NO3 in total, computed with wB97M-V/def2-TZVPD.

## Properties
LUMO level ... 0.0074 Ha
M ... 103.077 g mol⁻¹
Energy relative to the best compared isomer or geometry (same formula, charge and spin) ... 176.6 kcal/mol

Each line ends with the Mulliken charge.
Cartesian coordinates (Å):
C 0.0908 -1.4729 -0.4214  -0.80
C -0.3968 -0.3333 0.0576  0.75
C -0.1342 1.0231 0.3182  -1.00
N -3.0227 -0.0774 0.0351  1.05
O -2.5770 0.6439 -0.8727  -0.57
O -4.1653 -0.2441 0.3310  -0.60
O -2.1541 -0.7880 0.7317  -0.48
H -0.3793 -2.4661 -0.3850  0.29
H 1.0754 -1.4912 -0.6849  0.32
H -1.0269 1.5408 0.3558  0.39
H 0.4675 1.0151 1.2166  0.26
H 0.4480 1.4723 -0.3913  0.40



# 3
An isolated molecule of C4H6O2, computed with wB97M-V/def2-TZVPD.

## Properties
LUMO level ... 0.0228 Ha
M ... 86.090 g mol⁻¹
Energy relative to the best compared isomer or geometry (same formula, charge and spin) ... 106.5 kcal/mol

Each line ends with the Mulliken charge.
Cartesian coordinates (Å):
C -0.4241 -1.9027 0.1196  -0.63
C -1.2117 1.2269 0.0061  -0.23
O -0.1588 1.4378 0.7614  -0.22
C 1.0569 1.1490 0.0475  -0.18
O 1.2199 -0.2307 0.0363  -0.37
C 0.1868 -0.9354 -0.5547  -0.09
H -1.1877 -2.5076 -0.3616  0.26
H -0.1391 -2.1253 1.1472  0.25
H -2.0528 1.2057 0.7382  0.16
H 0.9576 1.5780 -0.9555  0.38
H 1.8886 1.5734 0.6145  0.24
H -0.0762 -0.6453 -1.5741  0.42



# 4
An isolated molecule of C5H8O, computed with wB97M-V/def2-TZVPD.

## Properties
LUMO level ... -0.0052 Ha
M ... 84.118 g mol⁻¹
Energy relative to the best compared isomer or geometry (same formula, charge and spin) ... 103.0 kcal/mol

Each line ends with the Mulliken charge.
Cartesian coordinates (Å):
C 2.2427 0.6869 -0.2640  -0.73
O 1.6587 -0.6077 -0.4681  -0.32
C 0.3996 -0.8613 -0.2383  -0.10
C -1.9608 -0.7242 0.4631  -1.25
C -0.6764 -0.0278 0.0316  0.80
C -0.5085 1.3479 -0.2060  -0.86
H 1.9539 1.3694 -1.0619  0.35
H 3.3165 0.4947 -0.2481  0.21
H 1.8861 1.1091 0.6755  0.38
H 0.2470 -1.9413 -0.3076  0.34
H -2.7190 -0.7173 -0.3269  0.28
H -1.7973 -1.7674 0.7620  0.37
H -2.3935 -0.2037 1.3233  0.33
H -1.5059 1.8323 -0.1405  0.21



# 5
An isolated molecule of C4H7NO2, computed with wB97M-V/def2-TZVPD.

## Properties
LUMO level ... 0.0310 Ha
SMILES string ... N[C@]1(O)C[C@H]1C=O
M ... 101.105 g mol⁻¹
Energy relative to the best compared isomer or geometry (same formula, charge and spin) ... 75.0 kcal/mol

Each line ends with the Mulliken charge.
Cartesian coordinates (Å):
C -0.7486 -1.1321 0.3318  -1.14
C -0.5724 0.0765 -0.5317  0.21
C -1.2583 1.3495 -0.1859  -0.14
O -2.2039 1.4455 0.5581  -0.47
C 0.6983 -0.1850 0.1688  0.38
O 0.9927 0.3070 1.4267  -0.54
N 1.8570 -0.2539 -0.6050  -0.45
H 0.3480 -0.2093 1.9267  0.39
H -1.5627 -0.9614 1.0713  0.38
H -0.8514 -2.1095 -0.1260  0.26
H -0.5054 -0.1043 -1.6000  0.41
H -0.7934 2.2382 -0.6581  0.33
H 1.8356 -0.1119 -1.6021  0.19
H 2.7647 -0.3494 -0.1745  0.20



# 6
A cluster of 2 separate species, C3H8N2 in total, computed with wB97M-V/def2-TZVPD.

## Properties
LUMO level ... 0.0439 Ha
SMILES string ... C=NC.C=N
M ... 72.111 g mol⁻¹
Energy relative to the best compared isomer or geometry (same formula, charge and spin) ... 70.1 kcal/mol

Each line ends with the Mulliken charge.
Cartesian coordinates (Å):
C 0.6462 -0.5250 -1.5899  -0.50
C -1.3399 0.5308 -2.1395  -0.26
N -0.8142 -0.4278 -1.5116  -0.35
H 1.0189 -0.3426 -0.5829  0.11
H 1.0591 0.2289 -2.2721  0.30
H 0.9219 -1.5228 -1.9328  0.23
H -2.3596 0.8523 -1.9510  0.26
H -0.7841 1.0569 -2.9290  0.21
C -0.0475 0.0530 3.1040  -0.27
N 0.8607 -0.3148 2.2999  -0.42
H -1.0096 -0.4503 3.0324  0.25
H 0.0786 0.8502 3.8411  0.22
H 1.7695 0.0112 2.6315  0.21